1.
9
Properties=species:S:1:pos:R:3:forces:R:3:nbo_charge:R:1 method="wB97M-V/def2-TZVPD" energy_ev=-85979.856 gap_ha=0.406 fmax_ha_per_bohr=0.0474 mol_weight_g_mol=167.0
Br -0.0546 2.7013 -2.6618 0.218 1.870 -1.209 -0.18
S 1.0530 -0.1491 -0.4938 1.543 0.451 0.019 0.60
N 1.1571 0.1693 1.1561 1.115 0.718 -2.047 -0.57
N -0.7054 -1.0984 0.8930 -1.337 -0.724 0.930 -0.46
C -0.3177 -1.0904 -0.3467 -1.035 0.583 1.040 -0.20
C 0.1317 -0.3873 1.6728 -0.567 -0.473 2.237 0.19
H 0.0060 -0.2656 2.7847 -0.210 -0.398 -1.351 0.21
H -0.2241 1.5655 -1.9510 -0.280 -1.709 1.124 0.17
H -1.0461 -1.4453 -1.0533 0.553 -0.319 -0.743 0.24

2.
12
Properties=species:S:1:pos:R:3:forces:R:3:nbo_charge:R:1 method="wB97M-V/def2-TZVPD" energy_ev=-82212.122 gap_ha="0.275 / 0.276" fmax_ha_per_bohr=0.0682 mol_weight_g_mol=195.0
Br 2.7240 -0.2030 -0.0005 0.880 -0.403 0.439 0.22
O -0.7061 2.8108 0.0982 -0.006 0.845 -0.039 -0.36
O -1.3504 1.1260 -1.0563 -1.506 -1.015 -2.220 -0.33
N -0.8199 -1.4522 0.3902 0.141 1.541 1.835 0.01
N -0.8615 1.6310 -0.1170 0.832 0.919 1.491 0.50
N -0.9142 -0.4313 1.0817 -0.699 -0.150 -0.288 -0.14
N 1.0201 -0.1898 -0.6170 -2.457 0.995 0.421 -0.58
C -0.2921 0.7756 0.8933 2.662 -1.978 0.905 0.14
C 0.2993 -1.4087 -0.5707 2.460 -2.318 -0.932 -0.21
H -0.3151 -1.6160 -1.5031 0.944 0.490 0.603 0.26
H 1.0262 -2.4092 -0.3881 -2.165 2.545 -0.251 0.23
H 0.1896 1.3669 1.7892 -1.085 -1.471 -1.966 0.27

3.
7
Properties=species:S:1:pos:R:3:forces:R:3:nbo_charge:R:1 method="wB97M-V/def2-TZVPD" energy_ev=-74208.629 gap_ha="0.306 / 0.302" fmax_ha_per_bohr=0.0158 mol_weight_g_mol=122.9
Br 3.5856 -0.0363 0.0141 -0.312 0.067 -0.034 0.05
O 0.9093 -0.4734 -0.0813 0.790 -0.184 -0.061 -0.40
C -0.3929 -0.6507 -0.0027 0.140 0.504 0.011 -0.12
C 1.7913 0.5005 -0.1338 -0.535 -0.596 0.004 -0.04
H 1.5676 1.5402 0.0228 -0.282 0.061 0.094 0.18
H -1.0780 0.1743 0.0868 0.105 0.253 -0.037 0.16
H -0.7095 -1.6716 -0.0933 0.096 -0.105 0.022 0.17

4.
8
Properties=species:S:1:pos:R:3:forces:R:3:nbo_charge:R:1 method="wB97M-V/def2-TZVPD" energy_ev=-85041.439 gap_ha="0.227 / 0.227" fmax_ha_per_bohr=0.0949 mol_weight_g_mol=155.0
Br -0.8261 -1.1259 2.6114 0.093 0.935 -1.458 0.21
S -1.9193 -2.9599 -0.3258 0.592 2.416 1.187 -0.28
O 0.5843 0.7773 0.4808 0.760 1.385 -2.926 -0.72
C -0.2807 -0.0993 -0.1928 -0.496 0.513 3.549 -0.28
C -1.1373 -0.7878 0.7895 -1.601 -4.448 -1.208 0.04
H -0.9428 0.4925 -0.8335 0.174 -0.193 -0.224 0.26
H 0.8333 0.6098 1.3684 0.003 -1.049 1.161 0.48
H 0.0776 -1.0058 -0.7231 0.473 0.440 -0.081 0.29

5.
8
Properties=species:S:1:pos:R:3:forces:R:3:nbo_charge:R:1 method="wB97M-V/def2-TZVPD" energy_ev=-85041.940 gap_ha="0.218 / 0.219" fmax_ha_per_bohr=0.0451 mol_weight_g_mol=155.0
Br -1.6649 -1.4579 -0.6157 -0.414 -0.441 -1.149 -0.08
S -1.7342 2.1898 -0.3562 -0.127 0.050 -0.022 -0.02
O 0.0355 -0.1662 1.0494 1.817 1.086 -0.507 -0.48
C -1.0908 -0.6908 1.0426 -1.017 -0.099 1.364 0.23
C 0.9993 0.0214 -0.0830 -2.063 -0.526 -0.921 -0.30
H 0.9346 1.0522 -0.4636 0.156 -0.363 0.702 0.23
H 0.5909 -0.6384 -0.8698 0.754 0.304 0.266 0.21
H 1.9298 -0.3100 0.2962 0.896 -0.012 0.267 0.21

6.
7
Properties=species:S:1:pos:R:3:forces:R:3:nbo_charge:R:1 method="wB97M-V/def2-TZVPD" energy_ev=-82995.216 gap_ha="0.194 / 0.194" fmax_ha_per_bohr=0.0324 mol_weight_g_mol=139.0
Br 0.1415 1.3591 2.0167 0.687 0.324 0.036 -0.04
S -1.7839 0.4531 2.0429 0.000 -0.570 -1.040 -0.35
C -0.3821 -0.7248 -0.9744 0.291 0.978 1.318 0.11
C 0.7741 -0.2295 -0.8526 0.027 -0.517 -0.630 -0.53
H 1.0326 0.4864 -0.0421 -0.445 0.277 0.725 0.28
H -1.3952 -0.8876 -0.7020 -0.822 -0.442 -0.108 0.25
H 1.6130 -0.4566 -1.4884 0.262 -0.050 -0.301 0.28